P.
Molecular formula: C4H2ClO2
Method: DFT, ωB97M-V/def2-TZVPD

Last column: Löwdin charge in e.
Element x y z (Å)
O  3.504  2.051  -0.440  0.072
C  2.531  1.497  -0.069  -0.322
C  1.421  0.869  0.239  -0.022
C  -0.425  1.297  0.338  -0.486
O  -0.507  2.548  0.461  -0.146
C  -1.547  0.478  0.251  -0.537
Cl  -3.151  1.291  -0.231  0.354
H  1.672  -0.250  0.441  0.086
H  -1.645  -0.559  -0.097  0.001

Summary:
**Highest occupied orbital energy**: -3.4 eV
**Kohn-Sham gap**: 7.176 eV
**Net charge**: -1

***

Q.
Molecular formula: C4H2ClO2
Method: DFT, ωB97M-V/def2-TZVPD

Last column: Löwdin charge in e.
Element x y z (Å)
C  -2.510  -0.072  -0.110  -0.597
C  -1.055  -1.339  0.064  -0.289
C  -1.530  0.868  0.106  -0.624
C  -0.262  -0.074  0.025  -0.118
O  -0.918  -2.515  0.260  0.031
O  -1.522  2.094  0.304  -0.099
Cl  -4.225  -0.071  -0.071  0.495
H  0.435  0.027  0.867  0.103
H  0.288  0.053  -0.907  0.098

Summary:
**Highest occupied orbital energy**: -3.0 eV
**Kohn-Sham gap**: 6.798 eV
**Net charge**: -1

***

Stability ranking, top entry: Q; the second entry is 0.0340 hartree less favorable.

***

P.
Molecular formula: CH10O4
Method: DFT, ωB97M-V/def2-TZVPD

Last column: Löwdin charge in e.
Element x y z (Å)
C  -2.320  -0.718  0.341  -0.053
O  -1.084  1.146  -1.036  -0.043
H  -1.592  -1.124  -0.354  0.021
H  -2.832  -1.440  0.971  0.026
H  -3.004  -0.238  -0.353  0.015
H  -1.809  0.040  0.948  0.010
H  1.202  0.704  1.123  -0.003
H  -0.160  1.060  0.305  -0.027
O  0.315  1.080  1.164  0.064
H  2.421  0.142  -1.853  0.051
H  -0.979  1.926  -1.614  0.042
O  1.948  -0.540  -1.357  -0.005
H  3.110  -1.177  1.090  0.058
H  2.232  -0.469  -0.302  -0.061
O  2.554  -0.392  0.926  -0.094

Summary:
**Highest occupied orbital energy**: -10.5 eV
**Kohn-Sham gap**: 4.084 eV
**Net charge**: 0

***

Q.
Molecular formula: CH10O4
Method: DFT, ωB97M-V/def2-TZVPD

Last column: Löwdin charge in e.
Element x y z (Å)
C  0.415  -1.152  0.206  -0.133
O  1.019  -0.285  -0.791  -0.138
H  0.005  -1.993  -0.341  0.082
H  -0.355  -0.602  0.726  0.056
H  1.224  -1.467  0.854  0.075
H  1.292  0.515  -0.335  0.071
O  -3.791  2.971  0.763  -0.062
H  -2.947  2.711  1.153  0.029
H  -4.183  2.124  0.522  0.019
O  4.979  -0.912  -0.864  -0.056
H  4.151  -1.395  -0.838  0.022
H  5.586  -1.301  -0.231  0.030
O  -2.753  0.240  -0.013  -0.060
H  -2.469  1.020  -0.514  0.046
H  -2.173  -0.473  -0.298  0.019

Summary:
**Highest occupied orbital energy**: -10.9 eV
**Kohn-Sham gap**: 11.356 eV
**Net charge**: 0

***

Stability ranking, top entry: Q; the second entry is 0.3144 hartree less favorable.

***

P.
Molecular formula: CH3NO3S
Method: DFT, ωB97M-V/def2-TZVPD

Last column: Löwdin charge in e.
Element x y z (Å)
C  -0.333  0.619  -0.093  -0.276
N  0.498  -0.096  0.659  -0.216
O  2.210  1.492  -0.158  -0.277
O  2.300  -0.912  -0.708  -0.417
O  -1.534  0.150  -0.246  0.025
S  2.174  -0.041  0.398  0.861
H  1.569  1.634  -0.822  0.006
H  0.172  -1.019  1.126  0.144
H  -1.569  -0.788  0.227  0.150

Summary:
**Highest occupied orbital energy**: -9.6 eV
**Kohn-Sham gap**: 9.828 eV
**Net charge**: 0

***

Q.
Molecular formula: CH3NO3S
Method: DFT, ωB97M-V/def2-TZVPD

Last column: Löwdin charge in e.
Element x y z (Å)
C  0.825  -0.056  0.303  -0.580
N  0.894  -0.609  -0.837  0.123
O  -1.811  -1.275  0.399  -0.391
O  -1.621  1.003  -0.668  -0.359
O  0.991  1.284  0.355  -0.005
S  -1.269  0.089  0.360  0.887
H  0.753  -0.679  1.242  0.153
H  0.547  -1.548  -0.755  0.063
H  0.691  1.790  -0.399  0.107

Summary:
**Highest occupied orbital energy**: -10.5 eV
**Kohn-Sham gap**: 9.078 eV
**Net charge**: 0

***

Stability ranking, top entry: Q; the second entry is 0.0100 hartree less favorable.

***

P.
Molecular formula: CH3NO3S
Method: DFT, ωB97M-V/def2-TZVPD

Last column: Löwdin charge in e.
Element x y z (Å)
C  -0.092  0.152  0.149  -0.302
N  -4.031  -1.113  0.037  -0.146
O  -5.095  -0.604  -0.130  0.089
O  -1.440  2.282  -0.591  -0.545
O  -2.935  -0.578  0.254  -0.093
S  -1.370  1.389  0.554  0.892
H  0.514  0.527  -0.668  0.047
H  0.510  -0.029  1.033  0.036
H  -0.596  -0.767  -0.136  0.022

Summary:
**Highest occupied orbital energy (alpha / beta)**: -10.2 / -8.5 eV
**Kohn-Sham gap (alpha / beta)**: 9.524 / 6.188 eV
**Net charge**: 0

***

Q.
Molecular formula: CH3NO3S
Method: DFT, ωB97M-V/def2-TZVPD

Last column: Löwdin charge in e.
Element x y z (Å)
O  -0.908  -0.872  0.904  0.016
C  -1.387  -0.229  0.037  -0.416
O  -0.822  -0.133  -1.206  -0.026
H  -2.340  0.379  0.216  0.155
H  -1.067  0.711  -1.786  0.186
O  1.303  1.388  0.417  -0.158
N  1.816  0.543  -0.302  -0.545
S  1.862  -0.980  0.200  0.860
H  1.542  -0.806  1.519  -0.071

Summary:
**Highest occupied orbital energy**: -9.2 eV
**Kohn-Sham gap**: 9.204 eV
**Net charge**: 0

***

Stability ranking, top entry: Q; the second entry is 0.0690 hartree less favorable.